Model i:
# C4H4S

C4H4S in the gas phase (the ωB97M-V functional and the def2-TZVPD basis, OMol25).

- HOMO (spin up / spin down): -8.05 / -8.05 eV
- Net charge: 0
- Kohn-Sham gap (spin up / spin down): 7.0 / 7.0 eV

Last column: natural (NBO) charge in e.
CARTESIAN COORDINATES (ANGSTROEM)
C1 -1.0505 -0.7923 0.3950  -0.245
C2 -1.2403 1.7550 -0.1204  -0.281
C3 0.1762 -0.2835 -0.0197  -0.578
C4 0.0276 1.1283 -0.1100  -0.382
S1 -2.4013 0.1438 -0.0402  0.376
H1 -1.3170 -1.6400 1.0333  0.239
H2 0.1543 -0.0796 -1.1578  0.388
H3 1.2604 -0.5564 0.3351  0.265
H4 0.8625 1.5042 -0.7008  0.218


Model ii:
# C4H4S

A molecular structure, C4H4S (the ωB97M-V functional and the def2-TZVPD basis, OMol25).

- HOMO (spin up / spin down): -8.29 / -8.29 eV
- Net charge: 0
- Kohn-Sham gap (spin up / spin down): 7.9 / 7.9 eV

Last column: natural (NBO) charge in e.
CARTESIAN COORDINATES (ANGSTROEM)
C1 0.2447 0.8277 1.3211  -0.332
C2 0.8351 0.2879 0.2112  -0.275
C3 -1.0887 -1.0357 -0.8123  -0.056
C4 0.0792 -0.4189 -0.9081  -0.269
S1 -1.4989 0.4638 1.0676  0.000
H1 0.9401 1.3831 1.8734  0.253
H2 1.9475 0.3244 0.0583  0.204
H3 -2.1069 -1.3306 -1.0162  0.251
H4 0.6477 -0.5017 -1.7950  0.224


Model iii:
# C4H4S

2 unconnected molecules or ions with the total composition C4H4S (the ωB97M-V functional and the def2-TZVPD basis, OMol25).

- HOMO: -8.46 eV
- Net charge: 0
- Kohn-Sham gap: 8.0 eV

Last column: natural (NBO) charge in e.
CARTESIAN COORDINATES (ANGSTROEM)
C1 -0.8990 -0.4685 -0.3934  -0.139
C2 -0.6757 0.6809 0.2657  -0.143
C3 1.7942 -0.4039 -0.4428  -0.338
C4 0.4847 -0.2500 0.1089  -0.160
S1 3.1369 0.2282 0.1595  0.045
H1 -1.4965 -0.7962 -1.1478  0.222
H2 -1.0975 1.5031 0.7339  0.233
H3 1.8028 -1.2677 -1.1078  0.204
H4 0.8013 -1.4381 1.2308  0.077


Energies relative to the minimum, hartree: model i 0.0571; model ii 0.0000; model iii 0.0637


Model i:
# C2H4FNO2

C2H4FNO2 in the gas phase (the ωB97M-V functional and the def2-TZVPD basis, OMol25).

- HOMO: -10.18 eV
- Net charge: 0
- SMILES string: O=C(CF)NO
- Kohn-Sham gap: 10.8 eV

Last column: natural (NBO) charge in e.
CARTESIAN COORDINATES (ANGSTROEM)
C1 -0.7126 0.2661 -0.2626  0.606
C2 -0.4211 0.1288 1.2054  -0.040
H1 2.1241 -0.3724 -0.8409  0.470
H2 -0.0900 -0.1112 -2.0953  0.372
H3 0.1678 1.0442 1.4973  0.185
H4 -1.3265 0.0476 1.7939  0.199
N1 0.3289 0.0657 -1.1635  -0.345
O1 1.3210 -0.8519 -0.9683  -0.536
O2 -1.7469 0.7385 -0.6574  -0.565
F1 0.3553 -0.9553 1.4913  -0.347


Model ii:
# C2H4FNO2

2 unconnected molecules or ions with the total composition C2H4FNO2 (the ωB97M-V functional and the def2-TZVPD basis, OMol25).

- HOMO (spin up / spin down): -10.41 / -8.96 eV
- Net charge: 0
- Kohn-Sham gap (spin up / spin down): 10.3 / 6.9 eV

Last column: natural (NBO) charge in e.
CARTESIAN COORDINATES (ANGSTROEM)
C1 0.7046 0.5755 -0.7478  -0.120
C2 -1.7972 -0.4681 0.6359  0.088
N1 1.7328 0.0090 -0.0470  0.415
O1 1.9269 -1.1975 -0.1800  -0.398
O2 2.4144 0.7444 0.6625  -0.388
F1 -2.6798 0.2234 -0.0338  -0.316
H1 0.5212 1.6280 -0.6303  0.205
H2 0.2407 0.0010 -1.5292  0.204
H3 -1.4782 -0.0531 1.5780  0.154
H4 -1.5855 -1.4626 0.2916  0.156


Energies relative to the minimum, hartree: model i 0.0000; model ii 0.1826


Model i:
# C3H2Cl2O

2 unconnected molecules or ions with the total composition C3H2Cl2O (the ωB97M-V functional and the def2-TZVPD basis, OMol25).

- HOMO (spin up / spin down): -9.25 / -8.70 eV
- Net charge: 0
- Kohn-Sham gap (spin up / spin down): 7.2 / 6.1 eV

Last column: natural (NBO) charge in e.
CARTESIAN COORDINATES (ANGSTROEM)
C1 -0.3028 -0.0757 0.3116  0.219
C2 -1.2835 -0.9016 0.0712  -0.406
C3 0.6342 0.9385 0.2181  0.384
O1 0.6579 0.2066 1.3472  -0.365
Cl1 2.6300 -0.1287 -1.7189  -0.599
Cl2 1.0363 2.4655 -0.1647  0.272
H1 -1.5501 -1.6519 0.7933  0.243
H2 -1.8218 -0.8526 -0.8578  0.251


Model ii:
# C3H2Cl2O

2 unconnected molecules or ions with the total composition C3H2Cl2O (the ωB97M-V functional and the def2-TZVPD basis, OMol25).

- HOMO: -11.13 eV
- Net charge: 0
- SMILES string: C#CC(=O)Cl.Cl
- Kohn-Sham gap: 10.8 eV

Last column: natural (NBO) charge in e.
CARTESIAN COORDINATES (ANGSTROEM)
C1 0.3389 -0.8118 -0.6579  -0.147
C2 -0.1732 -0.3069 -1.5937  -0.106
C3 0.7899 -1.5986 0.4900  0.521
O1 0.1898 -2.0384 1.4177  -0.443
Cl1 -1.1319 2.9192 0.7860  -0.279
Cl2 2.5839 -1.8607 0.4003  -0.081
H1 -0.6601 0.1491 -2.4588  0.255
H2 -1.9373 3.5482 1.6164  0.279


Energies relative to the minimum, hartree: model i 0.1086; model ii 0.0000


Model i:
# C3H2Cl2O

2 unconnected molecules or ions with the total composition C3H2Cl2O (the ωB97M-V functional and the def2-TZVPD basis, OMol25).

- HOMO (spin up / spin down): -9.68 / -9.99 eV
- Net charge: 0
- Kohn-Sham gap (spin up / spin down): 8.4 / 8.4 eV

Last column: natural (NBO) charge in e.
CARTESIAN COORDINATES (ANGSTROEM)
C1 2.1409 0.4816 0.0193  0.498
C2 -0.6195 -0.1283 0.0882  -0.069
C3 -1.6830 -0.8044 0.0665  -0.337
O1 2.1140 1.4539 -0.6247  -0.465
Cl1 3.5961 -0.2988 0.6342  -0.017
Cl2 -3.1492 0.1736 -0.0763  -0.030
H1 -0.6111 0.9626 -0.0006  0.189
H2 -1.7881 -1.8402 -0.1065  0.230


Model ii:
# C3H2Cl2O

C3H2Cl2O in the gas phase (the ωB97M-V functional and the def2-TZVPD basis, OMol25).

- HOMO: -9.28 eV
- Net charge: 0
- SMILES string: O=C=C(Cl)CCl
- Kohn-Sham gap: 8.7 eV

Last column: natural (NBO) charge in e.
CARTESIAN COORDINATES (ANGSTROEM)
C1 0.4828 0.1247 0.2311  -0.305
C2 0.0152 0.6249 1.6353  -0.379
C3 -1.0427 0.1776 2.3160  0.697
O1 -1.7900 -0.2135 3.1152  -0.408
Cl1 0.3838 2.2166 2.2802  0.046
Cl2 2.0480 0.6394 -0.8007  -0.122
H1 -0.0948 0.3566 -0.6086  0.226
H2 0.8801 -0.9273 0.3229  0.246


Energies relative to the minimum, hartree: model i 0.0929; model ii 0.0000


Model i:
# C3H2Cl2O

2 unconnected molecules or ions with the total composition C3H2Cl2O (the ωB97M-V functional and the def2-TZVPD basis, OMol25).

- HOMO: -10.30 eV
- Net charge: 0
- SMILES string: O=C(Cl)Cl.C#C
- Kohn-Sham gap: 10.7 eV

Last column: natural (NBO) charge in e.
CARTESIAN COORDINATES (ANGSTROEM)
C1 -2.1300 -0.0170 -0.9665  -0.271
C2 -1.7282 -0.0662 0.1743  -0.212
C3 1.7772 -0.0061 0.4981  0.453
O1 0.6551 0.1611 0.8288  -0.475
Cl1 2.6860 -1.4360 0.6109  0.065
Cl2 2.6817 1.3444 -0.2767  -0.039
H1 -2.3571 0.4776 -1.9863  0.253
H2 -1.5845 -0.4579 1.1173  0.225


Model ii:
# C3H2Cl2O

C3H2Cl2O in the gas phase (the ωB97M-V functional and the def2-TZVPD basis, OMol25).

- HOMO: -10.83 eV
- Net charge: 0
- SMILES string: O=C(Cl)/C=C/Cl
- Kohn-Sham gap: 10.1 eV

Last column: natural (NBO) charge in e.
CARTESIAN COORDINATES (ANGSTROEM)
C1 -0.5049 1.0751 -0.0750  0.640
C2 0.2469 -0.1006 -0.3729  -0.402
C3 0.0076 -1.0719 0.4452  -0.089
O1 -1.3501 1.4818 0.6329  -0.455
Cl1 0.5325 2.4607 -0.9573  -0.256
Cl2 0.7595 -2.6214 0.3231  0.022
H1 0.9899 0.0290 -1.2284  0.294
H2 -0.6813 -1.2526 1.2325  0.246


Energies relative to the minimum, hartree: model i 0.0635; model ii 0.0000


Model i:
# H4N4O2

2 unconnected molecules or ions with the total composition H4N4O2 (the ωB97M-V functional and the def2-TZVPD basis, OMol25).

- HOMO: -9.08 eV
- Net charge: 0
- SMILES string: N/N=N\O.N=O
- Kohn-Sham gap: 9.2 eV

Last column: natural (NBO) charge in e.
CARTESIAN COORDINATES (ANGSTROEM)
N1 -0.8243 -0.7899 0.0772  -0.006
N2 -2.1309 -0.9285 0.0430  -0.640
N3 3.3758 0.2394 -0.2199  -0.024
N4 -0.2405 0.2603 -0.0410  0.010
O1 -1.0318 1.4425 -0.2262  -0.632
O2 4.1260 -0.4511 0.4210  -0.251
H1 -2.7418 -0.1284 -0.0549  0.390
H2 -2.5038 -1.8443 0.2133  0.396
H3 2.3540 0.0460 -0.0047  0.270
H4 -0.3826 2.1541 -0.2079  0.487


Model ii:
# H4N4O2

H4N4O2 in the gas phase (the ωB97M-V functional and the def2-TZVPD basis, OMol25).

- HOMO: -10.03 eV
- Net charge: 0
- SMILES string: NNN[N+](=O)[O-]
- Kohn-Sham gap: 10.7 eV

Last column: natural (NBO) charge in e.
CARTESIAN COORDINATES (ANGSTROEM)
N1 -1.6193 -0.3188 -0.3042  -0.642
N2 -0.7798 0.0639 0.6845  -0.307
N3 0.5459 0.7649 0.3518  -0.330
N4 1.5899 -0.0181 0.0380  0.636
O1 1.4466 -1.1738 0.2447  -0.427
O2 2.5629 0.4986 -0.3639  -0.385
H1 -2.2522 0.3893 -0.7241  0.363
H2 -1.3461 -0.9650 -0.9143  0.342
H3 -0.5503 -0.6781 1.3150  0.377
H4 0.4024 1.4372 -0.3275  0.373


Energies relative to the minimum, hartree: model i 0.0000; model ii 0.0061